Formula: C5H8N2
Source: the Open Molecules 2025 dataset
Level of theory: the ωB97M-V functional and the def2-TZVPD basis

Charge: 0
Multiplicity: 1

Geometry as XYZ:
```
15
Properties=species:S:1:pos:R:3:forces:R:3
C 2.52980 0.90181 -0.09823 0.176 0.091 -0.016
N 1.32565 0.11201 0.00367 -0.366 0.213 0.001
C -0.56820 -2.62524 0.13966 -0.130 0.389 0.096
C -1.01936 -1.34952 0.14952 0.277 0.032 -0.058
C -1.07256 -0.02339 0.00301 0.162 -0.291 0.059
N -2.25478 0.77001 0.01846 -0.120 -0.044 -0.146
C 0.20502 0.70168 -0.07045 0.194 -0.179 0.023
H 3.18684 0.45421 -0.85203 -0.090 0.092 0.107
H 2.35657 1.95888 -0.36001 -0.038 -0.166 0.049
H 3.06656 0.86231 0.85691 -0.059 -0.002 -0.140
H -0.54416 -3.05853 1.15578 -0.020 0.058 -0.138
H -1.93761 -2.10168 0.02572 -0.149 -0.046 0.044
H -3.09665 0.20624 0.00918 0.097 0.082 0.039
H -2.28903 1.39701 -0.77912 0.000 -0.070 0.063
H 0.11190 1.79421 -0.20205 0.067 -0.158 0.018
```
Forces are in eV/Å.

---

Formula: C4H8N2O
Source: the Open Molecules 2025 dataset
Level of theory: the ωB97M-V functional and the def2-TZVPD basis

Charge: 0
Multiplicity: 1

Geometry as XYZ:
```
15
Properties=species:S:1:pos:R:3:forces:R:3
C 1.77552 0.07056 0.45949 -0.015 0.054 0.011
C 0.80284 -0.32012 -0.62932 0.271 0.167 -0.096
O 0.13557 -1.57992 -0.27888 -0.111 -0.074 0.014
C -1.03788 -0.92271 -0.03083 -0.482 -0.009 0.231
N -2.07568 -1.27442 0.58334 0.391 -0.010 -0.196
C -0.58259 0.38673 -0.63026 0.027 -0.060 -0.122
N -0.78208 1.59473 0.12260 -0.175 0.040 0.015
H 1.23009 0.42546 1.33886 0.098 -0.045 -0.078
H 2.44543 0.87022 0.13111 -0.148 -0.058 0.009
H 2.38322 -0.79268 0.75108 -0.097 0.115 -0.143
H 1.25714 -0.39619 -1.61988 0.084 -0.133 0.160
H -1.98683 -2.23179 0.92537 -0.056 0.034 -0.019
H -0.95728 0.47355 -1.65715 0.092 0.001 0.163
H -1.27522 2.29351 -0.41831 0.069 -0.075 0.097
H -1.33225 1.40309 0.95276 0.050 0.054 -0.046
```
Forces are in eV/Å.

---

Formula: C24H40N3O11
Source: the Open Molecules 2025 dataset
Level of theory: the ωB97M-V functional and the def2-TZVPD basis

Charge: +1
Multiplicity: 1

Geometry as XYZ:
```
78
Properties=species:S:1:pos:R:3:forces:R:3
C 0.74393 5.29252 1.50733 -3.300 3.454 3.890
C 0.55132 3.91711 1.67868 -3.201 -5.654 2.465
O 0.01049 3.26954 2.57221 1.793 2.265 -2.694
N 1.07260 3.10123 0.49116 0.522 -2.506 -3.609
H 0.98594 1.90066 0.45079 -0.743 3.296 0.574
H 0.57090 3.48297 -0.43256 1.072 -1.249 2.617
C 2.55871 3.29641 0.20304 0.700 2.296 -0.375
H 0.70949 5.60982 0.49996 0.017 0.805 -0.763
H 1.65980 5.38915 1.99187 2.219 1.071 0.433
H -0.02715 5.95184 2.42822 2.203 -2.125 -3.413
H 2.76214 4.39868 0.16281 -0.407 -0.798 -0.419
H 2.95660 2.86709 -0.75913 -0.943 -0.023 1.182
H 3.16170 3.05193 1.06442 -0.089 -0.964 0.218
C -0.56021 1.86802 -6.36358 -4.334 1.395 1.125
C -1.02147 0.85304 -5.24013 -0.046 -0.867 -3.306
O -1.47958 -0.22733 -5.52827 1.050 2.843 2.397
N -1.01591 1.42438 -3.72021 -0.171 -3.565 0.438
H -0.53371 0.62361 -3.10271 0.143 1.134 -0.775
H -0.61109 2.31386 -3.45737 0.250 0.223 -0.817
C -2.39132 1.27768 -3.19859 -1.589 3.776 0.095
H 0.48963 2.07529 -6.38731 0.402 0.615 0.408
H -1.38385 2.79520 -6.13452 2.915 -1.805 -0.433
H -0.91912 1.60702 -7.39790 0.497 -0.624 1.321
H -2.52053 1.53985 -2.15158 0.482 -0.149 0.064
H -2.71820 0.35258 -3.38382 -0.624 -4.028 -0.169
H -3.20597 1.82476 -3.73737 1.220 0.451 0.092
N 0.08542 -0.55583 -0.73748 -4.090 0.234 -2.193
O -0.64268 -1.34504 -0.07577 2.333 0.750 -1.604
O 0.44147 0.51054 -0.23691 1.244 0.620 0.732
O 0.15923 -0.61715 -2.07369 0.049 -0.552 2.708
C 4.20496 -3.52593 -1.99575 0.639 2.709 -2.129
C 2.81674 -3.28662 -1.52447 -2.675 -0.192 1.935
C 2.62902 -2.49557 -0.17599 2.514 0.078 -1.298
O 2.14469 -2.55758 -2.49567 7.323 -6.917 -6.342
H 4.85798 -3.80431 -1.17867 0.290 -0.579 -0.283
H 4.60973 -2.44978 -2.46886 -0.896 -2.787 1.320
H 4.06800 -4.21045 -2.88621 0.877 0.486 1.199
H 2.28298 -4.21280 -1.37834 0.007 -0.900 -0.211
H 3.27828 -3.00327 0.52990 0.306 0.373 0.351
H 1.69205 -2.28370 0.38554 0.218 -0.339 -1.322
H 3.17507 -1.64329 -0.66629 -0.549 0.538 1.896
H 1.60900 -2.03965 -2.14964 -7.933 7.346 4.732
C -2.18081 -2.67033 3.21373 3.711 -4.268 -1.913
C -1.24364 -1.65864 3.70384 3.451 -1.333 -1.671
C 0.23255 -2.31557 3.96628 -3.804 0.721 0.043
O -1.19989 -0.59333 2.72092 -0.128 0.858 2.369
H -1.96212 -3.16931 2.19497 0.686 0.594 1.460
H -3.00935 -2.26510 2.95659 -5.782 3.360 -1.295
H -2.48241 -3.47074 3.84076 0.336 -0.759 1.104
H -1.68163 -1.31999 4.58073 -0.343 1.471 1.644
H 0.43610 -3.11816 4.61032 -1.481 -1.974 1.025
H 1.02464 -1.81988 4.33954 2.200 3.622 1.069
H 0.56386 -2.62209 3.06158 0.867 -1.150 -3.229
H -0.93526 -0.82228 1.84086 0.359 -1.062 -0.644
C -4.12257 -1.24568 -0.93120 1.684 -8.708 2.067
C -4.46643 -2.77310 -0.89903 0.737 5.924 0.051
C -5.92739 -3.23877 -1.17462 0.203 0.419 -1.294
O -6.30552 -4.39609 -1.26517 1.009 1.335 0.557
C -6.91499 -2.11087 -1.44731 2.354 3.331 1.233
C -6.58705 -0.75996 -1.36387 -0.416 -2.093 -0.239
C -5.13401 -0.31586 -1.23578 -2.696 -1.005 0.588
O -4.86684 0.84253 -1.21894 0.522 3.223 -0.477
H -3.10214 -0.92629 -0.40978 -2.273 -0.624 -1.712
H -3.66090 -3.47034 -0.60627 -0.751 0.314 -0.223
H -7.93306 -2.32140 -1.49880 -1.498 -0.883 -0.218
H -7.38058 0.05718 -1.32831 1.280 -1.218 -0.375
C 4.17593 2.19259 4.10811 2.754 -2.660 -1.390
C 4.93637 1.27965 3.24139 -0.020 2.698 1.989
C 4.16332 0.23237 2.45780 5.013 -2.987 -0.975
O 4.85751 -0.72515 1.89912 -3.270 4.106 2.116
C 2.72810 0.29967 2.37555 -3.499 0.875 -1.219
C 1.99583 1.12199 3.27544 -2.122 -2.176 -1.421
C 2.65421 1.93169 4.31695 2.916 1.121 -1.193
O 2.08110 2.57671 5.15217 -0.639 -0.226 0.327
H 4.65897 3.00014 4.79765 -0.883 -1.687 -1.467
H 6.19157 1.26336 3.06243 -4.009 0.184 0.718
H 2.36872 -0.29473 1.31153 0.415 1.630 3.643
H 0.77072 1.28930 3.42368 3.423 -1.106 -1.087
```
Forces are in eV/Å.

---

Formula: C23H13BrClF3N3O3Tl
Source: the Open Molecules 2025 dataset
Level of theory: the ωB97M-V functional and the def2-TZVPD basis

Charge: 0
Multiplicity: 1

Geometry as XYZ:
```
48
Properties=species:S:1:pos:R:3:forces:R:3
Tl 0.05460 -1.43586 -0.79485 -0.238 0.048 0.890
Cl -3.90221 -2.05977 5.58065 -0.017 0.223 -0.269
C -2.71880 -1.87425 4.30878 0.033 -0.722 0.430
C -1.50184 -2.55303 4.46590 1.856 -0.898 0.728
C -0.52437 -2.53522 3.48704 -1.126 0.535 -0.791
C -0.72863 -1.81300 2.24630 0.026 -0.777 1.704
O 0.17776 -1.98830 1.35732 0.168 0.435 -0.593
C -1.88534 -0.99157 2.23033 -0.520 0.289 -1.571
C -2.13361 0.02200 1.22422 0.988 -0.099 0.097
N -1.32156 0.29713 0.25013 0.093 -1.077 -0.131
C -1.43881 1.41008 -0.55784 -0.477 1.199 0.819
C -1.99466 2.57018 -0.07665 0.299 0.737 -1.561
C -2.02750 3.73945 -0.88291 0.345 -0.570 0.088
C -1.46810 3.75719 -2.13239 -1.126 0.419 0.422
C -0.90522 2.58825 -2.64723 0.680 0.716 -0.992
C -0.28964 2.49531 -3.93159 -0.129 -0.575 0.283
C 0.45577 1.40608 -4.28377 0.113 0.695 -0.666
C 0.55346 0.35725 -3.37527 0.639 -0.711 0.148
N -0.08653 0.39866 -2.24277 -0.196 -0.167 0.690
C -0.82159 1.48697 -1.83305 0.699 -2.394 0.060
C -2.91900 -1.15375 3.18344 -0.059 1.373 0.126
H -1.25691 -3.09304 5.42171 -0.589 0.539 -1.080
H 0.40898 -3.08281 3.46099 -0.084 -0.135 0.669
H -2.99656 0.66221 1.41604 -0.176 -0.049 -0.208
H -2.33322 2.61270 0.91744 -0.487 0.088 1.057
H -2.46535 4.64411 -0.50950 -0.146 0.233 0.282
H -1.54001 4.66968 -2.69712 0.178 0.085 -0.360
H -0.47598 3.26360 -4.64342 0.146 0.738 -0.331
H 1.00942 1.35595 -5.22309 -0.377 0.026 0.222
H 1.20172 -0.52512 -3.56359 -0.622 0.618 0.101
H -3.79129 -0.50147 3.06115 0.135 -0.496 0.133
Br 1.00686 1.23051 2.22047 0.897 -0.212 -0.291
C 2.51903 0.45346 1.26957 -0.328 0.489 0.731
C 3.79595 0.64718 1.79922 -0.731 0.280 0.400
C 4.85155 0.08019 1.09849 0.649 0.115 0.248
C 4.58840 -0.64049 -0.06996 0.569 0.366 0.436
C 3.27882 -0.76643 -0.48599 -0.285 0.310 0.250
N 2.25429 -0.20831 0.18158 -0.107 -0.589 -0.416
C 2.94242 -1.43525 -1.79223 -0.124 -0.036 0.444
O 3.78194 -1.28279 -2.65500 -0.407 -0.559 -0.645
O 1.80154 -2.07522 -1.85483 1.224 0.336 -0.511
H 3.80694 1.23388 2.73185 0.650 -0.430 -0.622
H 5.91019 0.19970 1.42539 -1.051 -0.070 -0.144
H 5.43134 -1.04142 -0.63201 -0.525 -0.036 -0.033
F -1.85106 -3.79771 -1.24805 0.059 -0.553 -0.250
C -1.74995 -2.49908 -1.50258 0.131 0.487 0.283
F -1.89609 -2.30131 -2.83957 -0.395 -0.200 0.283
F -2.80711 -1.92654 -0.86274 -0.253 -0.027 -0.556
```
Forces are in eV/Å.

---

Relative energy (zero: lowest compared OMol25 entry of this formula, charge and spin) for the records above, in order: 512.2, 166.8, 56.0, 0.0 kJ/mol